78
Properties=species:S:1:pos:R:3:forces:R:3:mulliken_charge:R:1 method="wB97M-V/def2-TZVPD" de_lowest_kj_mol=512.3 max_force_ev_per_a=9.72 e_homo_ev=-11.23 homo_lumo_gap_ha=0.12665 lumo_ev=-7.79 charge=+1
P -2.613214 -1.332818 -3.229858 -1.12 -4.81 -5.08 0.889
H 6.401072 1.736480 3.600842 -0.01 -0.12 -0.05 0.479
H -3.939964 0.561112 0.635243 -1.74 -0.07 0.22 -0.334
H 5.110035 -0.311960 -2.117042 0.18 -0.08 0.35 0.429
H -6.640080 2.044566 -4.315562 1.15 -0.43 -0.11 0.340
H -6.594823 -2.137553 -0.644254 1.62 -0.55 -0.19 0.330
H -2.344651 2.229335 0.497959 -0.35 1.35 -0.10 0.003
O -5.743332 1.655375 -4.457361 0.07 0.69 1.25 -0.528
C -4.758769 -1.747240 -1.833618 -2.15 0.16 0.20 0.194
H 7.723058 0.078050 -0.635937 -0.10 -0.07 0.03 0.407
C 0.580791 -0.754517 -1.135624 -0.31 0.59 0.80 -0.283
H -4.833698 1.833570 2.732629 -0.86 0.43 -1.28 0.389
H -2.694876 3.773444 -0.525835 0.25 -0.69 1.37 0.228
O -3.603488 3.716798 1.421076 -0.10 -0.63 -1.92 -0.440
C 6.128232 -0.145285 2.496457 3.27 0.75 2.73 1.708
H 4.655852 -3.244147 1.754652 0.04 0.10 0.00 0.430
H 7.889558 -1.490091 2.522396 -0.06 0.11 -0.12 0.363
C -0.806099 -0.148801 -1.726007 2.15 -0.55 0.47 0.904
H 3.998767 0.561014 -1.087449 0.04 0.04 0.13 0.358
H 3.796437 -1.436361 0.396671 0.13 0.28 -0.03 0.059
C 5.674336 -0.399294 -0.002136 2.16 -0.01 -3.92 1.428
C 7.660023 -0.422248 2.533843 0.43 -0.09 -0.35 -1.657
H 5.584421 1.249102 -1.450565 0.03 -0.04 0.05 0.463
H 7.033540 -1.308935 -1.458740 -0.30 0.16 0.17 0.442
H -5.623796 -0.625326 2.571925 0.05 -0.37 -1.77 0.319
H -6.508772 2.018650 1.818283 1.64 -0.11 0.34 0.303
H 1.463412 -0.129745 -1.502095 -1.40 -0.86 0.14 0.105
O 4.613409 1.086133 1.343034 5.38 -0.66 -0.93 -0.287
C -5.080096 0.636956 0.804020 -0.83 0.76 0.61 0.742
H 4.925631 -2.369246 -0.562125 0.28 0.49 -0.14 0.479
H -2.724579 1.676708 -3.917943 -1.04 -0.61 1.00 0.384
H -5.699048 3.997887 0.915314 1.58 -0.67 -0.09 0.343
O -3.688571 -0.192895 -3.905232 2.46 -0.71 2.41 -0.378
H -0.410155 -0.089712 0.850453 1.41 -0.70 -0.65 0.275
C 0.544935 -0.611963 0.480949 -0.09 -0.20 0.02 -0.767
C -5.491013 -2.469122 -0.606546 0.06 0.70 0.32 -0.840
H 6.318625 -2.836789 1.398605 -0.06 0.01 0.00 0.310
H -4.996446 -0.625057 -1.730926 0.73 -1.63 -0.08 -0.262
O -3.305639 -2.009296 -1.834790 0.43 2.79 -1.52 -0.254
H -1.657204 -0.267918 -0.980965 0.99 0.01 -1.15 -0.545
C -4.931542 1.951759 -3.298425 0.62 -0.38 0.77 -0.239
H 4.291205 -1.213263 2.989074 0.12 0.31 -0.05 0.409
H 8.131093 -0.008086 3.428474 -0.35 -0.07 -0.03 0.473
N 5.769926 0.497190 1.194070 -9.43 -1.33 1.95 0.740
O -1.026477 -0.755922 -3.016091 -3.18 0.69 2.22 -0.368
C 5.882653 0.780662 3.718501 -0.82 0.38 -0.43 -1.836
H -1.541283 3.823098 0.927957 -1.54 -0.57 -0.47 0.295
H -6.831550 -0.708122 1.196832 1.50 -0.21 0.21 0.333
C -4.859609 3.220060 0.870828 -0.71 -0.93 0.89 -0.103
C 4.860979 -1.682338 0.287577 -0.61 -0.36 1.33 -0.804
H -5.224349 -2.053671 -2.844253 0.90 0.19 1.61 0.440
H 0.541333 -1.652580 0.950826 0.12 1.47 -0.51 0.244
C -2.511453 3.358634 0.527257 0.61 0.36 0.23 -0.284
H -5.450485 1.634417 -2.317054 0.50 0.49 -1.52 -0.011
H 1.428786 0.007269 0.886337 -1.32 -1.04 -0.66 0.099
H 5.736241 -1.977498 3.613371 0.30 0.50 -0.05 0.384
H -4.906449 -2.837403 1.561117 -0.16 1.34 -1.15 0.322
H 8.190670 0.048327 1.704266 -0.09 -0.10 0.03 0.343
H -5.484414 -3.604674 -0.671934 0.24 1.50 -0.07 0.342
H 7.601716 -1.490678 0.174584 -0.03 0.11 0.04 0.384
C 5.332309 -1.454877 2.741243 -1.00 -0.59 -0.95 -1.335
C 5.325481 -2.403142 1.548176 0.29 0.19 -0.07 -0.554
Cl -0.518869 1.691209 -1.856250 -0.29 -1.13 -0.04 -0.196
H 0.746711 -1.841435 -1.472287 -0.58 1.68 0.51 0.370
C -5.711360 -0.702816 1.422878 0.80 0.61 -0.13 -0.780
H 6.255457 0.310625 4.632432 0.10 -0.15 -0.38 0.485
H -5.601564 0.876354 -0.199549 0.99 -0.52 1.39 -0.253
H -4.667778 3.071925 -3.204157 -0.39 -1.63 -0.23 0.286
C -4.920414 -1.958508 0.816853 0.13 -0.36 0.22 -0.358
H -4.727610 2.859822 -0.218284 -0.15 0.81 1.58 -0.082
C -5.367837 1.946310 1.733730 0.03 -0.66 -1.99 -0.710
C 7.087187 -0.800519 -0.492362 0.45 -0.11 0.33 -1.834
H 4.822424 0.982627 3.890577 0.10 0.02 -0.17 0.396
H -3.819644 -1.632782 0.685553 -1.65 -0.63 0.22 0.125
C 5.052618 0.322155 -1.228098 -0.48 0.36 0.55 -1.648
C -3.527932 1.135128 -3.319664 -0.88 0.78 0.25 0.270
O -2.517432 -2.474099 -4.266875 0.02 3.50 3.07 -0.739
H -3.252559 0.985979 -2.210968 -0.16 0.74 -1.55 -0.130

***

77
Properties=species:S:1:pos:R:3:forces:R:3:mulliken_charge:R:1 method="wB97M-V/def2-TZVPD" de_lowest_kj_mol=0.0 max_force_ev_per_a=5.82 e_homo_ev="-17.13 / -17.10" homo_lumo_gap_ha="0.16239 / 0.13306" lumo_ev="-12.71 / -13.48" charge=+4
P -1.294551 0.626112 3.782560 0.29 -0.45 0.73 0.962
H 2.077048 -2.357994 -0.405726 0.21 -0.19 0.14 0.235
C -3.181654 3.667799 -1.757549 -0.81 0.78 -0.06 -0.363
H -2.008009 -4.147834 -0.334961 -0.06 -0.04 0.30 0.410
C -2.838826 4.158389 -0.480243 -0.57 1.37 0.05 -0.490
H -1.243401 -1.443107 -6.221107 0.17 0.12 0.05 0.416
C -2.803226 0.235910 2.871754 0.39 -0.15 -0.54 -0.949
H -0.916664 0.158097 -5.481190 0.06 -0.18 -0.16 0.296
N -0.963912 -3.633165 1.435529 1.24 0.63 -0.51 0.230
H 0.276651 -5.148949 2.200280 -0.13 -0.15 -0.08 0.344
Pb -1.148444 2.494786 -0.863742 2.34 -5.31 0.42 1.143
C 1.585794 -2.837706 2.783212 0.15 -0.12 0.83 -0.784
H 5.053269 3.913975 0.404561 -0.17 -0.07 0.20 0.365
N 1.343953 -3.136662 1.378908 0.46 1.91 -0.55 0.271
H 3.285251 4.092031 0.603716 0.19 0.07 0.11 0.249
C -1.566072 2.261412 4.483480 0.47 0.28 -0.37 -1.169
C -0.968912 -3.371701 -4.067397 0.37 0.21 0.35 -1.239
H 4.234122 2.046413 -2.771068 0.08 0.27 0.04 0.365
H -2.951192 0.956243 2.053804 -0.03 -0.28 0.28 0.260
C -0.991336 4.294018 -2.615109 0.35 0.87 -0.35 -0.418
H 2.416060 -2.119136 2.871978 -0.29 -0.34 -0.18 0.351
H -2.786803 -0.796191 2.485860 -0.09 0.38 0.17 0.253
H -1.211511 -3.629770 -5.102885 -0.02 -0.06 0.22 0.407
H 0.055415 -3.684036 -3.829003 -0.23 -0.14 -0.22 0.330
H -2.824502 -4.535335 1.213576 0.07 0.26 -0.21 0.441
C 5.449509 1.114682 -0.137423 -0.38 -0.51 0.14 -1.282
H 6.286259 1.814131 -0.263402 -0.24 -0.14 0.02 0.389
C -0.622964 4.793816 -1.341004 -0.15 1.14 0.10 -0.418
H -1.285162 5.113054 0.725727 -0.08 0.00 -0.34 0.612
H -3.276158 -1.694904 -4.835515 -0.06 0.08 0.25 0.376
H -3.087134 -0.228053 -3.825222 -0.11 -0.19 -0.09 0.254
H -4.198218 3.336180 -1.960500 0.16 -0.20 0.14 0.576
H -0.317038 4.419910 -3.469525 -0.08 -0.20 0.35 0.570
H -0.215935 -0.666143 5.588981 -0.30 0.20 -0.19 0.435
C -1.219898 -0.553504 5.151828 -0.01 -0.28 0.19 -1.280
C 4.131324 3.400842 0.701805 -0.32 0.01 0.23 -1.123
H -3.359351 -1.805011 -3.039770 -0.08 0.09 -0.25 0.330
H 5.548347 0.288385 -0.855755 0.07 0.23 0.19 0.371
H -2.749283 -2.857226 0.628002 -0.13 -0.12 0.03 0.283
C -0.662909 -0.909414 -5.461759 0.40 0.19 0.28 -1.146
H -2.573913 3.430766 -3.816414 0.19 -0.15 0.27 0.570
H 2.923873 -3.808940 0.168178 -0.10 -0.04 0.05 0.302
C 2.462666 -2.866193 0.483439 0.44 -0.12 -0.37 -0.734
H 0.368485 5.243010 -1.194762 -0.42 -0.16 -0.02 0.550
O 1.143017 0.651822 2.084021 -1.18 -0.37 1.17 -0.347
C 0.070704 -2.937391 0.838917 -2.08 -1.74 0.72 0.384
H -2.260204 2.100792 5.321957 0.21 0.13 -0.18 0.443
H -0.566550 -4.209332 3.427695 -0.12 -0.20 -0.10 0.259
H 3.228887 -2.263654 0.980229 -0.24 -0.16 -0.05 0.378
C -0.668116 -4.645115 2.427723 0.14 -0.35 0.64 -0.908
C 0.138092 0.672706 2.701965 -0.25 0.75 -0.89 0.280
H 4.192810 3.075345 1.747504 0.07 0.20 -0.17 0.360
H 0.697896 -2.402752 3.262153 0.15 -0.29 -0.25 0.136
H -1.898506 -0.148848 5.922256 0.20 -0.26 -0.15 0.434
O 1.982356 -0.247084 -2.392339 -2.28 0.65 0.51 -0.133
C -1.559471 4.733649 -0.262662 -0.19 1.28 -0.21 -0.561
H 0.411989 -1.010607 -5.646008 -0.22 0.01 -0.18 0.363
H 5.182789 3.304485 -1.898176 -0.22 -0.11 -0.12 0.388
H -1.593837 -1.541786 4.837744 0.15 0.35 0.06 0.423
H -3.575930 4.145116 0.323128 0.16 0.00 -0.16 0.612
C -2.879692 -1.304789 -3.890213 0.00 0.04 0.26 -1.135
P -1.061280 -1.554850 -3.795330 -0.56 -0.26 -0.28 0.534
H 3.425968 3.520415 -2.181288 0.19 0.00 -0.13 0.299
H 1.871382 -3.749108 3.327316 -0.05 0.21 -0.07 0.343
H -1.042137 -1.923896 -0.391678 0.26 -0.35 -0.03 0.070
H -0.634421 2.728124 4.834329 -0.32 -0.14 0.04 0.437
C 4.216038 2.791243 -1.966204 -0.35 -0.22 -0.20 -1.166
P 3.821779 1.956023 -0.381635 0.77 0.31 0.01 0.511
H 5.477792 0.688656 0.876102 0.13 0.11 -0.27 0.357
H -1.648047 -3.875620 -3.368543 0.10 0.03 -0.23 0.371
C -2.257851 3.722494 -2.811709 -0.51 0.60 -0.72 -0.399
H -1.483462 -5.372229 2.448957 0.35 0.08 0.03 0.446
C -2.202263 -3.804048 0.692929 -0.37 0.37 -0.50 -1.143
H -3.613622 0.354131 3.606689 0.15 -0.12 -0.15 0.453
C 0.954979 0.161732 -2.102544 2.23 -0.41 -0.45 -0.031
H -2.039841 2.897765 3.722706 0.15 -0.12 0.31 0.355
N -0.062295 -2.142376 -0.182140 0.28 0.46 0.07 -0.365

***

74
Properties=species:S:1:pos:R:3:forces:R:3:mulliken_charge:R:1 method="wB97M-V/def2-TZVPD" de_lowest_kj_mol=960.2 max_force_ev_per_a=8.11 e_homo_ev=-9.33 homo_lumo_gap_ha=0.13872 lumo_ev=-5.55 charge=+1
H 0.108957 -6.427157 4.271763 0.09 0.11 -0.07 0.228
C 1.037600 0.296689 0.057183 -0.24 -0.39 -4.98 0.649
C -0.262387 -4.428773 5.060286 0.01 0.24 0.14 -0.649
H -3.903424 0.714772 -2.926184 1.17 0.11 2.30 0.386
H -4.838723 3.081520 -0.559784 -0.68 -2.34 0.79 0.334
C 0.638930 -5.485354 4.431352 0.18 -0.31 0.04 -0.948
H 2.045780 2.870699 -2.553232 0.19 0.12 -0.05 0.063
N -1.263364 -3.789418 4.198691 0.03 0.08 0.23 0.093
C 2.935824 2.293163 -2.835514 0.30 -0.03 0.28 -0.252
H -2.512993 2.475868 0.570756 1.34 -1.60 -1.29 0.233
H 0.378204 -3.641092 5.475628 -0.13 0.07 -0.16 0.382
H -2.773661 -0.399314 -1.904507 -1.24 2.34 0.30 0.286
H 6.540482 3.639719 -1.515636 -0.06 -0.01 -0.14 0.326
H -0.763596 -4.867463 5.933070 -0.12 0.10 -0.24 0.351
H -1.636624 -5.278843 1.880146 0.00 -0.01 0.08 0.242
H -7.483303 -0.048417 2.247034 2.18 0.44 -2.06 0.382
N -4.883705 -0.766044 -0.205393 -0.24 5.20 0.02 -0.483
H 2.992162 -1.037088 0.351696 -2.39 0.38 0.44 0.331
C -0.672509 -2.991085 3.120957 -0.23 -0.14 0.16 -0.526
N -5.841582 -0.839774 0.760171 -2.32 3.08 1.79 0.123
H 1.906590 0.816469 -4.019696 0.09 0.07 0.04 0.418
H 4.756925 5.119263 -3.056711 0.00 -0.20 0.02 0.384
H 3.555060 1.107124 -4.569319 -0.06 0.09 0.04 0.293
C 4.015763 4.426207 -3.473088 0.34 0.08 0.23 -0.646
H 5.045063 3.779880 -5.298282 -0.08 0.02 0.06 0.242
H 7.507049 2.602403 -2.573812 -0.14 0.05 -0.02 0.429
H -3.155749 -6.024437 2.369755 0.09 0.02 0.03 0.370
C -2.184894 -5.676202 2.738380 -0.11 -0.33 -0.12 -0.965
H 1.474251 -5.703211 5.106439 -0.11 0.04 -0.09 0.397
H -3.227144 -3.984657 3.522382 0.14 0.09 0.00 0.311
C -4.499007 0.585574 -0.694977 -1.26 0.52 1.06 0.386
H -0.164607 -3.622233 2.382068 0.09 0.03 -0.16 0.277
H -0.381749 3.385803 0.882772 0.35 -2.02 -1.56 0.354
H 3.299304 4.038792 -5.494680 0.16 -0.06 -0.02 0.269
H -1.746759 0.700816 0.354798 -0.30 2.35 -1.15 -0.161
C -1.670857 -2.092453 2.395562 -0.14 -0.05 0.03 -0.950
H 1.844038 -0.890666 1.852799 0.03 -0.52 -2.21 0.270
H -1.144141 -1.459748 1.673900 0.02 -0.09 0.00 0.021
C -6.361453 1.819797 0.981696 2.78 -3.09 -2.10 -0.400
C 5.380159 2.424568 -2.899573 -0.03 0.25 0.06 -0.328
H -2.194872 -1.435431 3.097061 0.03 -0.12 0.01 0.334
C 6.617590 3.239284 -2.531547 -0.03 0.10 -0.04 -1.422
C -6.657092 0.237275 1.436087 2.66 1.96 -2.86 -0.056
H -0.074569 0.989377 1.732106 1.29 0.75 -1.15 0.319
H 3.052610 4.899311 -3.243502 0.03 -0.30 0.09 0.321
N 4.119201 3.156635 -2.751184 -0.35 -0.05 0.18 0.184
C 1.865322 -1.012934 0.685945 -0.52 1.11 0.58 -0.927
C -0.268131 2.439189 0.170485 -1.06 0.69 0.93 -0.261
H -2.805681 2.890906 -1.883722 1.51 -2.10 0.39 0.245
C -2.400620 -4.635649 3.832360 -0.09 0.29 -0.06 -0.639
C -2.241918 1.866320 -1.656971 -0.93 -0.48 0.41 -0.477
H 0.092842 -2.331980 3.547913 -0.02 -0.27 0.17 0.420
C -3.325984 0.657966 -1.884529 -0.65 -1.19 0.02 -0.629
H 3.023849 1.522926 -2.059439 0.14 0.13 -0.09 0.235
H 0.254140 2.801857 -0.813823 -0.85 -1.17 2.03 -0.019
C 4.197445 4.396124 -4.987079 -0.10 0.17 -0.33 -0.984
H -1.657415 -6.554816 3.114949 0.03 0.12 -0.15 0.281
H 5.364917 1.555001 -2.231670 -0.30 0.07 -0.09 0.406
N 0.529503 1.416930 0.967069 0.06 -2.45 -2.74 -0.400
C -5.165975 2.027786 -0.170369 -2.55 -4.65 2.80 -0.120
H -6.943483 2.734188 1.473158 1.36 -2.37 -1.17 0.328
H 6.781035 4.070062 -3.223887 -0.01 -0.05 0.10 0.302
H -2.783235 -5.140912 4.728193 0.29 0.16 0.00 0.370
H -1.344288 1.687796 -2.418468 -1.96 0.45 1.84 0.242
H 1.353662 -2.002962 0.327286 0.87 2.07 0.72 0.232
C -1.772708 1.812709 -0.075774 0.38 0.71 -0.32 0.110
H -6.071094 -1.825454 1.099255 0.63 1.68 -0.84 0.310
C 2.664906 1.594496 -4.163205 -0.31 -0.15 -0.24 -1.186
H 2.269754 2.285381 -4.911446 0.13 -0.08 0.00 0.281
O 0.886177 0.315353 -1.293803 0.58 0.45 8.08 -0.537
H 1.068442 -5.157670 3.481101 -0.05 -0.03 0.06 0.252
H -2.412273 -2.671643 1.837814 0.03 0.05 0.02 0.321
H 4.383811 5.411811 -5.352260 0.00 -0.10 0.03 0.377
H 5.504226 2.035071 -3.917004 0.09 -0.09 -0.09 0.267

***

Number 1: calculated total energy -61181.3445 eV. Number 2: calculated total energy -65193.6860 eV. Number 3: calculated total energy -33040.9061 eV.